63
Properties=species:S:1:pos:R:3:forces:R:3 method="wB97M-V/def2-TZVPD" gap_ev=8.55 e_lumo_ev=2.0 charge=-1 total_energy_ev=-155474.7044
C -0.51904 -4.23048 1.81449 -0.4 0.3 0.2
C -0.68702 -3.21204 0.70874 -0.2 -0.3 -0.2
Br -2.58190 -3.29046 0.10099 0.1 0.1 0.1
C 0.14589 -3.48492 -0.53434 -0.1 -0.2 0.3
S 1.92009 -3.18822 -0.42216 0.2 0.1 -0.7
O 2.45111 -3.92837 -1.53822 0.0 0.0 -0.2
O 2.35162 -3.59743 0.88421 0.0 0.0 0.4
N 2.17470 -1.63677 -0.75866 -0.1 -0.1 0.6
S 1.70657 -0.50392 0.24192 -0.1 0.0 -0.6
O 2.62047 0.61986 0.18144 0.3 0.0 0.0
O 1.30966 -0.92267 1.56322 0.0 -0.3 0.2
C 0.20943 0.11728 -0.57993 0.3 -0.2 -0.1
O -0.56778 0.89087 0.27623 -0.4 -0.1 -0.1
C -0.07166 2.19982 0.42472 0.2 0.6 -0.2
O -0.24799 2.65547 1.71322 -0.4 0.0 0.5
C 0.36438 1.79311 2.66412 0.3 0.3 0.1
C 0.41642 2.41444 4.04949 -0.2 -0.7 -0.2
O 1.32042 1.64610 4.84415 0.0 0.4 0.1
H -1.15879 -3.94936 2.65142 0.0 0.0 0.0
H 0.50996 -4.24147 2.15721 0.2 -0.1 -0.1
H -0.84525 -5.21334 1.48064 0.2 -0.1 -0.1
H -0.57899 -2.20774 1.08733 0.1 0.2 0.0
H 0.08225 -4.54855 -0.76400 0.0 -0.1 -0.1
H -0.22731 -2.94939 -1.40172 0.1 0.1 -0.1
H -0.36970 -0.72408 -0.95258 -0.1 0.0 0.2
H 0.59204 0.68865 -1.42735 -0.1 0.0 -0.2
H 0.98638 2.21344 0.15310 0.0 0.0 0.0
H -0.62032 2.89070 -0.21925 -0.1 0.0 0.0
H -0.20157 0.86413 2.74326 0.2 -0.2 -0.2
H 1.38748 1.57037 2.34488 0.0 -0.1 0.0
H -0.58449 2.32217 4.47834 -0.1 0.4 0.1
H 0.74303 3.44860 4.03397 0.1 0.1 0.0
H 1.33090 0.75155 4.49639 0.0 -0.2 -0.1
O 2.05608 5.33848 1.78290 -0.1 0.1 0.2
S 3.33771 4.71910 1.93096 0.2 -0.4 -0.5
O 3.75240 4.22474 3.20502 -0.1 0.1 0.3
O 4.44651 5.73640 1.38586 0.1 0.1 0.0
C 4.42423 7.07186 1.92185 0.0 0.3 0.1
C 5.03547 7.15476 3.30683 0.0 -0.1 0.0
C 3.55916 3.46565 0.71931 0.0 0.2 0.1
H 3.39913 7.44624 1.91332 0.0 -0.1 0.0
H 4.99976 7.66450 1.21274 0.0 -0.1 -0.1
H 4.42597 6.63066 4.04094 0.0 0.0 0.0
H 5.12093 8.19913 3.61020 0.0 0.0 0.0
H 6.02649 6.70164 3.31360 0.0 0.0 0.0
H 3.28786 3.86711 -0.25292 0.0 0.0 0.0
H 2.91280 2.63069 0.98518 0.1 0.0 0.0
H 4.59608 3.14343 0.73774 0.0 0.0 0.0
O -3.69719 -3.05081 -3.12384 0.1 0.0 0.1
S -5.02296 -3.09554 -3.64788 0.0 0.1 -0.2
O -6.07242 -3.70784 -2.89496 -0.1 0.0 0.1
O -4.97186 -3.74791 -5.09989 -0.1 0.0 0.0
C -4.26667 -5.00345 -5.22317 0.2 -0.3 -0.1
C -5.07922 -6.17916 -4.72070 -0.1 0.1 0.1
C -5.52915 -1.48536 -4.14147 0.0 0.0 0.0
H -3.30850 -4.92794 -4.70779 0.0 0.1 0.0
H -4.06462 -5.10048 -6.28793 -0.1 0.1 0.0
H -5.21942 -6.13250 -3.64212 0.0 0.0 0.0
H -4.56375 -7.10938 -4.96075 0.0 0.0 0.0
H -6.06493 -6.18986 -5.18595 0.0 0.0 0.0
H -4.74446 -1.04393 -4.74861 0.0 0.0 0.0
H -5.67568 -0.91208 -3.22904 0.0 0.0 0.0
H -6.46070 -1.56551 -4.69470 0.0 0.0 0.0